(1)
One molecule with the formula C4H4ClNOS, computed with wB97M-V/def2-TZVPD.

Geometry as XYZ:
```
12
Properties=species:S:1:pos:R:3:forces:R:3:nbo_charge:R:1
C -0.1536 0.4641 0.5581 2.24 -1.03 3.78 0.22
C 0.2893 -0.4216 -0.4521 0.07 1.96 -0.66 0.15
C 0.6158 0.0313 1.8582 -2.88 1.17 -4.75 -0.44
C -0.1783 -0.2930 -1.9165 1.37 2.51 0.39 -0.64
N 1.1283 -1.3303 -0.0573 1.12 -1.49 -0.76 -0.64
O -1.0751 1.5141 0.4435 1.22 -1.79 1.26 -0.66
S 1.5447 -1.3255 1.5090 -0.65 0.63 -0.64 0.74
Cl 0.3352 0.6227 3.3845 -0.23 0.73 1.20 0.08
H -1.0010 -0.8829 -1.8091 -2.82 -1.69 -0.72 0.22
H -0.5625 0.7891 -2.1544 0.99 -2.06 0.48 0.23
H 0.4639 -0.7123 -2.7291 -0.23 0.50 1.08 0.24
H -1.4069 1.5443 1.3651 -0.19 0.57 -0.65 0.49
```
Forces are in eV/Å.

Calculated values
SMILES: Cc1nsc(Cl)c1O
Highest occupied orbital energy (eV): -8.630
Energy above the lowest of the compared OMol25 structures with the same formula, charge and spin (kcal per mole): 30.4

=====

(2)
C40H32BrCl2N4O8SeSiTi as an isolated structure, computed with wB97M-V/def2-TZVPD.

Geometry as XYZ:
```
90
Properties=species:S:1:pos:R:3:forces:R:3:mulliken_spin:R:1
Ti 0.1648 -0.1072 0.7983 0.24 -0.22 0.46 0.18
O 0.5549 0.6532 2.4839 0.04 0.03 0.05 0.06
C -0.1463 0.8818 3.5610 -0.03 0.05 -0.06 0.50
C -1.4982 0.5111 3.7060 -0.03 0.01 0.04 -0.02
C -2.2096 0.8029 4.8805 0.03 -0.01 -0.03 0.10
C -3.5322 0.4209 5.0057 -0.04 0.00 0.06 -0.04
C -4.2046 -0.2643 3.9952 0.05 -0.04 -0.05 0.16
C -3.5183 -0.5579 2.8320 -0.01 -0.10 0.09 -0.07
C -2.1832 -0.1804 2.6524 0.09 -0.13 0.00 0.14
O -1.5785 -0.4587 1.5283 -0.10 0.16 0.07 0.03
N -4.2432 0.7423 6.2324 -0.02 0.10 -0.08 0.00
O -5.4153 0.4066 6.3345 0.01 -0.04 0.02 0.00
O -3.6506 1.3511 7.1122 0.01 -0.04 0.03 -0.01
H 0.3736 1.3636 4.3875 -0.01 0.03 -0.01 0.01
H -1.7248 1.3258 5.6929 0.00 0.00 0.00 0.00
H -5.2367 -0.5476 4.1311 0.00 0.00 0.00 0.01
H -4.0037 -1.0849 2.0200 0.01 -0.02 0.00 -0.01
Br -4.0716 2.4905 1.4365 -0.04 0.08 -0.06 0.00
C -4.0102 1.3440 -0.0811 -0.02 0.00 0.01 0.00
C -5.2066 1.0471 -0.7213 0.00 -0.01 -0.01 0.00
C -5.1435 0.1972 -1.8120 -0.01 0.00 0.01 0.00
C -3.9184 -0.3245 -2.1943 0.01 -0.01 0.04 0.00
C -2.7903 0.0259 -1.4630 -0.04 -0.07 -0.03 0.00
N -2.8412 0.8700 -0.4328 -0.04 0.12 -0.12 0.00
C -1.4531 -0.6073 -1.8476 -0.06 0.09 0.06 0.00
O -1.3772 -1.1185 -2.9559 0.11 -0.04 -0.02 0.00
O -0.5230 -0.5648 -0.9699 -0.12 -0.10 -0.39 -0.01
H -6.1367 1.4660 -0.3665 0.00 0.00 0.00 0.00
H -6.0468 -0.0648 -2.3498 0.00 0.00 0.00 0.00
H -3.8045 -0.9998 -3.0290 0.00 0.00 -0.01 0.00
Cl 4.2614 -4.3683 -0.2024 -0.02 0.01 0.04 0.00
C 3.2613 -3.7346 -1.4783 -0.03 -0.04 -0.01 0.00
C 1.9778 -4.2228 -1.6134 -0.01 0.00 0.07 0.00
C 1.1623 -3.7348 -2.6190 -0.02 0.06 -0.02 0.00
C 1.6667 -2.8103 -3.5158 -0.03 -0.02 0.01 0.00
C 2.9710 -2.3661 -3.3933 0.02 -0.04 -0.01 0.00
Cl 3.5795 -1.2929 -4.6304 -0.01 -0.05 -0.04 0.00
C 3.7934 -2.7551 -2.3285 -0.01 0.04 -0.01 0.00
N 5.0845 -2.2957 -2.1302 0.07 -0.07 -0.09 0.00
C 5.5374 -0.9623 -2.3053 0.00 -0.02 -0.02 0.00
C 6.8516 -0.8190 -2.7446 0.01 -0.03 0.00 0.00
C 7.4192 0.4282 -2.9381 -0.01 -0.02 0.01 0.00
C 6.6531 1.5616 -2.7144 -0.03 -0.01 0.01 0.00
C 5.3481 1.4167 -2.2707 0.01 0.00 0.02 0.00
C 4.7665 0.1712 -2.0346 -0.01 0.11 0.02 0.00
C 3.3711 0.1465 -1.4783 -0.06 0.09 -0.07 0.00
C 3.2296 -0.4338 -0.0768 -0.05 0.13 0.22 0.00
O 4.1672 -0.9245 0.5165 0.08 -0.14 0.00 0.00
O 2.0383 -0.2708 0.4171 0.08 0.17 -0.27 -0.01
H 1.6119 -4.9434 -0.8959 -0.01 0.03 0.02 0.00
H 0.1306 -4.0461 -2.6847 -0.04 -0.01 -0.01 0.00
H 1.0461 -2.4090 -4.3038 -0.02 0.01 0.00 0.00
H 5.5349 -2.7589 -1.3549 -0.01 0.03 0.03 0.00
H 7.4148 -1.7204 -2.9539 0.01 0.00 0.00 0.00
H 8.4451 0.5100 -3.2769 -0.01 0.00 0.00 0.00
H 7.0660 2.5500 -2.8745 0.00 0.00 0.01 0.00
H 4.7527 2.3006 -2.0716 0.00 0.01 0.01 0.00
H 2.6411 -0.3490 -2.1237 0.06 0.03 0.05 0.00
H 3.0301 1.1769 -1.3950 -0.07 0.03 -0.02 0.00
C 0.4882 2.3968 -2.1014 -0.04 0.00 0.03 0.00
Si 0.3209 2.3552 -0.1954 0.07 -0.15 -0.01 -0.03
C 1.9131 3.1430 0.4964 -0.01 0.03 -0.05 -0.01
C -0.9799 3.7282 0.0948 -0.04 -0.05 0.05 -0.01
C -1.9454 4.0363 -0.8701 0.03 0.01 -0.01 0.00
C -2.8643 5.0603 -0.6903 0.00 0.03 0.00 0.00
C -2.8512 5.8112 0.4770 0.02 0.01 -0.01 0.00
C -1.9129 5.5201 1.4570 0.01 0.00 0.00 0.00
C -0.9950 4.4955 1.2623 -0.01 -0.03 0.04 0.01
H 0.2324 3.3901 -2.4818 0.03 0.02 -0.01 0.00
H -0.1551 1.6665 -2.5981 -0.02 0.02 0.01 0.00
H 1.5073 2.1801 -2.4227 0.04 -0.05 0.02 0.00
H 2.1993 4.0435 -0.0578 0.00 0.00 0.01 0.00
H 2.7378 2.4286 0.4643 0.02 0.00 -0.01 0.00
H 1.7849 3.4134 1.5470 -0.02 -0.01 0.00 0.00
H -1.9850 3.4582 -1.7871 0.01 0.00 -0.01 0.00
H -3.6019 5.2644 -1.4589 0.00 0.00 0.00 0.00
H -3.5728 6.6061 0.6269 0.00 0.00 0.00 0.00
H -1.8964 6.0898 2.3796 -0.01 0.00 0.00 0.00
H -0.2785 4.2843 2.0492 0.00 -0.01 0.00 0.00
Se 0.7462 -2.7561 1.4867 0.05 -0.02 0.00 -0.01
C -0.7358 -3.9214 1.4059 -0.04 0.00 -0.08 0.00
C -0.6068 -5.2610 1.8007 -0.02 0.01 0.02 0.00
C -1.6849 -6.1209 1.7055 0.01 -0.01 0.00 0.00
N -2.8925 -5.7774 1.2497 0.01 0.00 0.00 0.00
C -3.0120 -4.5021 0.8688 -0.02 0.01 0.00 0.00
C -1.9993 -3.5612 0.9199 0.03 0.00 -0.03 0.00
H 0.3411 -5.6196 2.1831 0.00 0.00 0.01 0.00
H -1.5715 -7.1571 2.0160 -0.01 0.00 0.00 0.00
H -3.9901 -4.2100 0.4940 0.00 0.00 0.00 0.00
H -2.1785 -2.5479 0.5873 -0.01 0.02 0.02 0.00
```
Forces are in eV/Å.

Calculated values
Spin multiplicity: 2
Highest occupied orbital energy (spin up / spin down) (eV): -1.282 / -2.143
Energy above the lowest of the compared OMol25 structures with the same formula, charge and spin (kcal per mole): 7.9
Total charge: -2

=====

(3)
A 2-piece molecular cluster, C3H6NO3 overall, computed with wB97M-V/def2-TZVPD.

Geometry as XYZ:
```
13
Properties=species:S:1:pos:R:3:forces:R:3:nbo_charge:R:1
C -2.5194 0.4184 -0.1125 1.13 1.75 1.27 1.06
C 1.2228 -1.1468 0.6246 0.53 -1.40 0.52 -0.45
C 0.5597 -0.3669 -0.1715 0.24 -0.07 -0.19 0.42
N 0.7861 1.0342 0.0751 -0.41 2.70 -0.45 -0.73
O -1.8786 1.3829 0.0768 -0.42 0.15 -0.51 -0.61
O -3.1136 -0.5419 -0.1278 -1.33 -1.69 -0.62 -0.43
O -0.3816 -0.5737 -1.0922 0.11 -0.80 -1.06 -0.68
H 0.9686 -2.1674 0.6997 -0.03 -1.14 -0.27 0.25
H 2.0716 -0.8538 1.2251 -0.23 0.41 0.17 0.24
H 1.5572 1.4931 -0.4258 -0.03 -0.42 -0.36 0.45
H 1.0441 1.0831 1.0687 -0.53 0.58 -0.27 0.46
H -0.0981 1.6020 -0.1682 1.05 -0.90 0.85 0.49
H -0.2187 -1.3631 -1.6719 -0.08 0.85 0.93 0.54
```
Forces are in eV/Å.

Calculated values
Highest occupied orbital energy (eV): -14.944
Energy above the lowest of the compared OMol25 structures with the same formula, charge and spin (kcal per mole): 8.8
Total charge: +1

=====

(4)
A 8-piece molecular cluster, C4H25N3O8 overall, computed with wB97M-V/def2-TZVPD.

Geometry as XYZ:
```
40
Properties=species:S:1:pos:R:3:forces:R:3:nbo_charge:R:1
C 0.4633 1.0974 1.0714 -0.19 -1.55 -1.40 -0.27
C 0.4139 1.6364 -0.3615 0.92 1.74 -0.21 -0.48
C 1.7978 2.0561 -0.9644 0.20 -1.04 -0.46 -0.24
N 2.2665 1.0301 -1.9985 -0.61 0.92 0.79 -0.88
N -0.7594 0.2441 1.2028 0.82 0.99 1.76 -0.63
C -1.0364 -0.1290 2.5435 0.19 -0.92 0.58 0.75
N 0.0180 -0.5365 3.2878 0.63 0.89 -1.23 -0.86
O -2.1687 -0.1913 3.0293 -0.48 0.46 -0.65 -0.71
H 1.3002 0.4133 1.1551 0.41 0.19 0.18 0.23
H 0.5007 1.8706 1.8501 0.09 -0.01 -0.29 0.18
H -0.3114 2.4868 -0.3766 0.69 -0.17 0.02 0.20
H 0.0445 1.0169 -1.1701 -0.38 -0.92 0.77 0.27
H 1.6833 2.9925 -1.4673 -0.12 0.86 -0.24 0.16
H 2.6448 2.1570 -0.2813 -0.42 -0.01 0.41 0.19
H 1.4909 0.9562 -2.6466 -0.10 -0.30 0.04 0.37
H 2.9816 1.4909 -2.5521 0.36 -0.12 0.15 0.34
H -1.4765 0.8248 0.7996 -0.84 -0.70 -0.02 0.36
H 0.8947 -0.7391 2.8213 0.10 -0.27 -0.04 0.43
H -0.0849 -0.8808 4.2164 -0.56 -0.14 0.22 0.40
H -2.0525 -2.4472 0.1032 -0.29 0.18 -0.48 0.47
H -3.3577 -2.1182 -0.6334 0.02 0.34 0.31 0.49
O -2.4592 -2.4212 -0.7804 0.65 -0.59 -0.09 -0.98
H 1.3160 -2.4869 -2.7906 0.06 0.05 0.72 0.50
H -0.1375 -2.4205 -2.2351 0.28 -0.20 0.30 0.48
O 0.3899 -2.3980 -3.0391 -0.35 -0.41 -0.99 -1.02
H -2.3069 3.7942 2.0976 0.21 -0.23 0.22 0.47
H -2.1971 2.3898 1.4273 0.11 0.10 0.48 0.47
O -2.5940 3.2607 1.3556 -0.39 0.21 -0.56 -0.95
H -4.0222 0.3507 0.6870 0.01 -0.23 0.12 0.46
H -3.0887 -0.4950 1.5866 -0.54 0.08 0.05 0.50
O -3.6898 -0.5484 0.8067 -0.19 0.33 -0.01 -1.00
H -0.9634 -0.5500 -2.7672 -0.20 0.19 0.34 0.49
H 0.1966 -0.3810 -3.6283 0.21 -0.13 0.08 0.49
O -0.3237 0.1328 -2.9989 -0.56 0.25 -0.66 -0.98
H 2.6647 -2.3673 2.0103 0.17 -0.41 -0.43 0.39
H 1.6290 -2.1609 0.7954 0.76 -0.22 0.29 0.49
O 1.9601 -1.8181 1.6488 -0.72 0.72 0.23 -1.28
H 3.4181 -2.1790 -1.4080 0.28 0.00 0.15 0.41
H 2.4436 -0.9698 -1.2372 0.23 -0.84 -0.07 0.49
O 2.5119 -1.9630 -1.1592 -0.48 0.92 -0.35 -1.20
```
Forces are in eV/Å.

Calculated values
Spin multiplicity: 2
Highest occupied orbital energy (spin up / spin down) (eV): 0.571 / -7.217
Total charge: -1

=====

(5)
A 2-piece molecular cluster, N3O5S overall, computed with wB97M-V/def2-TZVPD.

Geometry as XYZ:
```
9
Properties=species:S:1:pos:R:3:forces:R:3:nbo_charge:R:1
N 1.6319 -1.0829 1.1201 -0.70 -1.25 3.83 -0.11
N -0.9019 1.1096 0.0026 0.02 1.10 0.22 0.32
N 1.9444 -0.6482 0.1723 0.12 -0.26 -0.93 0.46
O 0.1709 1.4943 0.4767 -0.63 0.08 -0.48 -0.48
O -1.7877 1.8325 -0.4003 0.43 0.30 -0.05 -0.41
O 2.2384 -0.2988 -0.8805 1.11 1.44 -2.81 -0.35
O -2.7061 -0.8070 0.1834 0.85 0.06 -0.85 -0.98
O -0.4726 -1.2737 -0.9279 -0.33 -0.20 -1.14 -1.01
S -1.2337 -0.7765 0.2048 -0.86 -1.26 2.21 1.56
```
Forces are in eV/Å.

Calculated values
Highest occupied orbital energy (eV): -4.508
Energy above the lowest of the compared OMol25 structures with the same formula, charge and spin (kcal per mole): 3.8
Total charge: -1

=====

(6)
C28H28Br2N6O2Re as an isolated structure, computed with wB97M-V/def2-TZVPD.

Geometry as XYZ:
```
67
Properties=species:S:1:pos:R:3:forces:R:3:nbo_charge:R:1
Re -0.1037 -0.9660 0.5604 -0.66 0.39 -1.00 1.13
Br -0.3478 -0.8937 -5.6160 0.11 -0.06 -0.50 0.28
C -0.5665 -0.3892 -3.8653 0.08 0.22 0.30 -0.13
C -1.5612 -0.8460 -3.0746 0.37 0.09 0.23 -0.27
C -1.5930 -0.5359 -1.6744 -1.18 -1.20 -0.36 0.00
N -0.7175 0.2164 -1.0316 1.28 1.44 0.75 -0.57
C 0.1624 1.0550 -1.8426 0.61 -2.16 0.99 0.27
C 0.3841 0.6447 -3.3446 0.32 -2.14 0.34 0.02
C 2.2484 0.3736 -0.8981 0.47 -0.91 0.25 0.49
C 3.5265 0.6172 -1.3429 -0.10 0.09 -0.04 -0.29
C 4.5195 -0.3226 -1.0783 -0.06 -0.17 0.11 -0.02
Br 6.2516 -0.0507 -1.6478 0.09 0.02 -0.03 0.29
C 4.1667 -1.4757 -0.3690 0.19 0.18 -0.15 -0.24
C 2.8716 -1.6326 0.0399 -0.31 0.20 -0.06 0.08
N 1.8815 -0.7267 -0.2063 0.39 0.19 -0.16 -0.54
H -2.3136 -1.5206 -3.4607 0.03 -0.03 -0.02 0.29
H -2.3824 -0.9781 -1.0753 -0.04 0.18 -0.07 0.25
H 1.4127 0.5248 -3.6801 0.00 0.12 -0.04 0.27
H 3.7417 1.5369 -1.8682 0.04 0.00 0.00 0.27
H 4.9012 -2.2353 -0.1410 0.01 0.01 0.00 0.28
H 2.5875 -2.5187 0.5844 -0.04 0.02 0.01 0.23
C 1.1762 0.7153 4.3113 0.01 -0.01 0.02 -0.21
C 1.5707 -0.3905 5.0527 0.00 -0.02 -0.01 -0.09
C 1.4629 -1.6577 4.4956 0.01 0.03 0.08 -0.18
C 0.9700 -1.7923 3.2120 -0.04 0.19 -0.04 0.14
N 0.5869 -0.7061 2.4941 0.09 0.05 0.03 -0.43
C 0.6826 0.5196 3.0385 0.05 -0.13 0.06 0.07
C 0.8041 -3.0590 2.4915 -0.04 -0.07 -0.14 0.23
C 1.0753 -4.3142 3.0028 0.00 -0.03 0.02 -0.20
C 0.8753 -5.4309 2.2018 0.00 0.00 -0.02 -0.09
C 0.4039 -5.2635 0.9060 0.02 -0.02 0.05 -0.21
C 0.1456 -3.9859 0.4540 0.02 0.01 0.05 0.05
N 0.3461 -2.9010 1.2237 0.03 -0.04 0.01 -0.48
H 1.2412 1.7161 4.7144 0.00 -0.01 0.01 0.27
H 1.9558 -0.2694 6.0570 0.00 0.00 -0.01 0.27
H 1.7637 -2.5276 5.0617 0.00 0.00 0.00 0.26
H 0.3469 1.3473 2.4255 0.00 -0.06 0.00 0.22
H 1.4345 -4.4294 4.0154 0.00 0.00 0.00 0.26
H 1.0831 -6.4208 2.5872 0.00 0.01 0.00 0.27
H 0.2346 -6.1089 0.2539 0.00 0.00 0.01 0.27
H -0.2251 -3.8072 -0.5484 0.00 0.03 0.04 0.23
C -5.3962 -2.0417 1.5340 0.02 0.00 0.07 -0.59
C -4.3136 -1.5699 2.5200 -0.08 0.02 -0.01 -0.54
C -3.0277 -1.3520 1.8777 0.27 0.05 -0.08 0.59
N -2.0081 -1.1806 1.3681 -0.28 -0.09 0.12 -0.51
H -6.3194 -2.1831 2.0909 -0.01 -0.01 -0.01 0.27
H -5.1281 -2.9915 1.0758 0.00 0.01 -0.01 0.23
H -5.5780 -1.2986 0.7600 0.01 0.00 0.00 0.22
H -4.1528 -2.2967 3.3206 -0.01 0.01 -0.01 0.29
H -4.5899 -0.6234 2.9948 0.00 -0.03 0.00 0.29
O -0.1254 1.9594 -3.7463 -1.43 2.36 3.97 -0.34
C -0.4144 2.2864 -2.4589 0.59 0.70 -3.62 0.78
O 1.3166 1.3598 -1.0921 -1.00 0.92 -0.55 -0.48
C -1.0246 3.5927 -2.0831 -0.08 0.00 -0.84 -0.20
N -1.1882 4.4397 -3.3421 -0.05 -0.11 -0.05 -0.50
C -0.6369 5.8268 -3.0289 0.05 0.18 0.05 -0.22
C 0.4692 5.5191 -2.0423 -0.04 -0.09 -0.13 -0.43
C -0.1604 4.4610 -1.1317 0.43 0.04 0.29 -0.40
H -2.0256 3.4431 -1.6706 0.05 -0.34 0.16 0.32
H -2.1624 4.4837 -3.6470 -0.09 0.02 -0.05 0.47
H -0.6609 4.0337 -4.1209 -0.03 0.09 -0.07 0.45
H -1.4475 6.3987 -2.5807 -0.02 0.01 -0.01 0.25
H -0.3288 6.2970 -3.9592 0.00 -0.01 -0.02 0.28
H 0.7725 6.4087 -1.4947 -0.01 -0.01 0.05 0.30
H 1.3490 5.1313 -2.5599 0.03 0.01 0.00 0.23
H -0.8051 4.9276 -0.3878 -0.07 -0.11 -0.03 0.27
H 0.5826 3.8580 -0.6144 0.01 0.00 0.07 0.26
```
Forces are in eV/Å.

Calculated values
Spin multiplicity: 2
Highest occupied orbital energy (spin up / spin down) (eV): -18.767 / -17.747
Energy above the lowest of the compared OMol25 structures with the same formula, charge and spin (kcal per mole): 117.6
Total charge: +4

=====

no.,strongest force on any atom (eV Å⁻¹)
1,5.7
2,0.6
3,2.8
4,2.2
5,4.1
6,4.8